Record 1
DFT (wB97M-V/def2-TZVPD) results for a structure of composition C3H6N2O3 at a distorted geometry.

For the relative energy (zero: lowest compared OMol25 entry of this formula, charge and spin), the calculation gives 89.60 kcal/mol. Its net charge is 0. The value obtained for the HOMO energy is -0.3307 Eh. Its multiplicity is 1. The calculation puts the LUMO energy at 0.522 eV. The HOMO-LUMO gap is 9.5199 eV.

Each line ends with the natural charge from an NBO analysis.
Atoms and positions in Å:
C 1.11628 -1.15371 0.52705  -0.4228
N 0.13262 -0.09485 0.54586  -0.3576
N 0.45838 1.19729 0.00107  -0.4976
C -0.45471 0.81377 -0.99416  0.8927
C -1.22251 -0.13981 1.25698  0.5870
O 0.05703 1.03557 -2.22653  -0.6766
O -1.69946 0.66882 -0.84633  -0.6499
O -1.65214 -1.16491 1.72838  -0.5571
H -0.70349 0.94536 -2.82938  0.5063
H 1.41791 1.31417 -0.31314  0.3913
H -1.52333 0.86603 1.57883  0.1543
H 2.03052 -0.82461 1.02621  0.1906
H 0.71313 -2.02290 1.05160  0.2470
H 1.32975 -1.44021 -0.50645  0.1923

Record 2
DFT (wB97M-V/def2-TZVPD) results for a cluster of 6 separate species, C25H50ClN6O9S2 in total at a distorted geometry.

Its net charge is +1. The value obtained for the HOMO energy is -0.4024 Eh. Its multiplicity is 1. The calculation puts the LUMO energy at -3.631 eV. The HOMO-LUMO gap is 7.3185 eV.

Each line ends with the Löwdin charge.
Atoms and positions in Å:
O -0.98291 -2.93767 3.69455  -0.3472
S -0.75112 -2.99797 2.24807  0.6703
O -0.59105 -4.41224 1.89884  -0.3431
C 0.81816 -2.08071 1.93414  -0.1826
C 1.01725 -0.81477 2.82540  -0.1541
C 1.79718 -0.99721 4.06060  0.0416
C 2.01991 0.14013 4.94990  0.0201
C 1.49232 1.46285 4.56937  0.0379
C 0.73191 1.52992 3.28964  0.0261
N 0.50383 0.42905 2.48397  -0.0269
C -0.30686 0.63783 1.26456  -0.1109
C -1.77595 1.12687 1.66224  -0.1454
C -2.31963 0.41679 2.98815  -0.2103
C -3.89595 0.44644 3.09532  -0.2150
S -4.41362 -1.23982 3.65877  0.3797
O -3.55199 -1.63608 4.77442  -0.3435
O -5.78743 -1.19234 4.17066  -0.3689
Cl -4.37057 -2.57080 2.08983  0.4650
H -1.76645 -2.39175 1.51891  0.0521
H 1.67770 -2.78360 2.11063  0.1176
H 0.86004 -1.80864 0.83743  0.1059
H 2.16513 -2.02488 4.28940  0.1327
H 2.59561 0.04735 5.89569  0.1205
H 1.61998 2.37108 5.19843  0.1007
H 0.32510 2.52560 2.98601  0.1291
H -0.45269 -0.28579 0.65627  0.0975
H 0.18343 1.38736 0.58091  0.1465
H -2.48134 0.98169 0.80476  0.0979
H -1.73222 2.23515 1.85444  0.1187
H -1.92500 1.04669 3.83840  0.1195
H -1.87287 -0.60356 3.15032  0.0696
H -4.42153 0.77093 2.16448  0.1159
H -4.18218 1.11583 3.95326  0.1229
C -3.52010 -5.10605 -0.62209  -0.3423
O -3.62818 -3.90368 -0.43388  -0.0711
N -4.52934 -5.99783 -0.54290  -0.1952
C -4.32661 -7.41414 -0.77979  -0.0514
C -5.86124 -5.52322 -0.20964  -0.0343
H -2.55371 -5.56712 -0.88006  0.1358
H -4.95455 -7.73173 -1.61508  0.0921
H -4.60662 -7.97145 0.11665  0.0930
H -3.28416 -7.62289 -1.01813  0.0855
H -6.18141 -4.79458 -0.95683  0.0970
H -5.83584 -5.03336 0.76582  0.0756
H -6.56447 -6.35374 -0.18334  0.0908
C -1.21133 1.89079 -2.15551  -0.3236
O -1.97167 1.57168 -1.25120  -0.0161
N -0.48058 1.03081 -2.89592  -0.1843
C 0.40174 1.48494 -3.95536  -0.0592
C -0.58066 -0.39354 -2.62466  -0.0251
H -1.06289 2.94351 -2.44276  0.1417
H 0.08263 1.03877 -4.89888  0.0900
H 1.42222 1.16598 -3.72706  0.0923
H 0.37969 2.57007 -4.05007  0.0694
H -1.61629 -0.71349 -2.75482  0.1018
H -0.28456 -0.58562 -1.59087  0.0663
H 0.06357 -0.95566 -3.29821  0.0849
C 1.05012 5.16848 3.81330  -0.2991
O 1.03005 4.04031 4.29770  -0.0612
N 1.84197 6.17213 4.22388  -0.1877
C 1.81056 7.48373 3.60161  -0.0415
C 2.75949 5.93768 5.32649  -0.0274
H 0.39442 5.44960 2.97466  0.1419
H 2.79881 7.71236 3.19802  0.0957
H 1.54386 8.22983 4.35235  0.0970
H 1.07997 7.51371 2.79397  0.0883
H 3.44053 5.12650 5.06183  0.0949
H 2.19162 5.64175 6.21052  0.0977
H 3.33030 6.83850 5.54311  0.0934
C 3.29421 -2.73692 -2.12102  -0.3490
O 2.12994 -2.76661 -2.47721  0.0032
N 3.83999 -3.53339 -1.17150  -0.2017
C 5.23765 -3.43858 -0.79520  -0.0558
C 2.99711 -4.51363 -0.50926  -0.0316
H 4.01716 -2.03008 -2.56065  0.1326
H 5.72546 -4.39784 -0.98063  0.0937
H 5.30820 -3.19593 0.26787  0.0871
H 5.74360 -2.66460 -1.37160  0.0850
H 2.58738 -5.19516 -1.25646  0.1004
H 2.16990 -3.99822 -0.01642  0.0678
H 3.56965 -5.07669 0.22618  0.0931
C 0.90566 4.49485 -6.85706  -0.3363
O 0.14701 4.18063 -5.95493  -0.0016
N 1.64078 3.63301 -7.60286  -0.1994
C 2.52173 4.08866 -8.66115  -0.0552
C 1.54270 2.20984 -7.33430  -0.0417
H 1.05489 5.54783 -7.14470  0.1336
H 2.20498 3.64551 -9.60785  0.0921
H 3.54381 3.77439 -8.43794  0.0904
H 2.49398 5.17421 -8.74921  0.0854
H 0.50573 1.89322 -7.46508  0.0964
H 1.83905 2.02109 -6.30053  0.0752
H 2.18589 1.64761 -8.00920  0.0907

Record 3
DFT (wB97M-V/def2-TZVPD) results for the molecule C3H5Br2P at a distorted geometry.

For the relative energy (zero: lowest compared OMol25 entry of this formula, charge and spin), the calculation gives 117.03 kcal/mol. Its net charge is 0. The value obtained for the HOMO energy (alpha / beta) is -0.3132 / -0.3131 Eh. Its multiplicity is 1. The calculation puts the LUMO energy (alpha / beta) at -1.667 / -1.663 eV. The HOMO-LUMO gap (alpha / beta) is 6.8569 / 6.8565 eV.

Each line ends with the natural charge from an NBO analysis.
Atoms and positions in Å:
C 0.50284 0.95059 1.75044  -0.8884
C -0.61105 -0.90426 0.03991  -0.2671
C -1.44024 -0.77694 -1.34099  -0.7362
P 0.88698 -0.03152 0.42948  1.0817
Br 1.82586 1.42040 -0.85622  -0.1762
Br 2.63986 -1.39430 0.92454  -0.2202
H 0.52652 1.93148 1.22587  0.2360
H 0.51289 0.86959 2.78322  0.2452
H -1.35285 -1.52713 -2.21855  0.2691
H -1.00445 0.16774 -1.62262  0.2200
H -2.48636 -0.70565 -1.11508  0.2361

Record 4
DFT (wB97M-V/def2-TZVPD) results for a structure of composition C14H32N2NbO6S at a distorted geometry.

Its net charge is -1. The value obtained for the HOMO energy is -0.1609 Eh. Its multiplicity is 1. The calculation puts the LUMO energy at 2.377 eV. The HOMO-LUMO gap is 6.7538 eV.

Each line ends with the natural charge from an NBO analysis.
Atoms and positions in Å:
C -3.87287 -2.41611 -2.72058  -0.6157
C -4.59919 -2.17519 -1.37402  -0.3987
C -3.98808 -1.05742 -0.51659  -0.3949
C -2.95545 -1.58006 0.52222  -0.7351
C -3.68087 -1.85576 1.86275  -0.6062
Nb -1.16015 -0.21289 0.73509  1.7874
C -0.75095 -0.66677 2.95523  -0.4983
O -0.73047 -2.03693 3.41223  -0.3110
O 0.44294 -2.64163 2.87767  -0.4631
C -0.88291 0.14050 -1.50387  -0.8484
C 0.54492 0.40744 -1.97766  0.0843
O 0.79428 1.80283 -1.83709  -0.7389
C 0.88377 -0.02516 -3.41420  -0.2343
N 0.18270 -1.24956 -3.83149  -0.8436
N -2.39533 1.48452 1.10978  -0.8598
C -1.87722 2.54141 0.82438  0.8253
O -1.54006 3.56481 0.35210  -0.5626
H -3.02372 -1.74764 -2.84701  0.2200
H -3.52393 -3.44720 -2.79972  0.1958
H -4.55603 -2.27087 -3.55910  0.1951
H -5.65062 -1.96089 -1.58449  0.1858
H -4.58562 -3.10458 -0.80021  0.1916
H -4.80049 -0.59915 0.05520  0.1970
H -3.58737 -0.26255 -1.15174  0.2032
H -2.58713 -2.55162 0.15971  0.2076
H -4.72279 -2.15382 1.68737  0.1747
H -3.20709 -2.66487 2.41904  0.2104
H -3.68847 -0.96016 2.48868  0.1979
H 0.26995 0.96379 0.92870  -0.3904
H 0.05845 -1.52883 0.40744  -0.3573
H -1.50737 -0.15295 3.55716  0.1881
H 0.21181 -0.22628 3.24102  0.1810
H 0.10068 -3.06970 2.07930  0.4623
H -1.32117 -0.72440 -2.00223  0.2227
H -1.47831 1.04217 -1.68954  0.2254
H 1.22860 -0.11831 -1.30559  0.1775
H 1.71866 1.89404 -1.58224  0.4872
H 0.67178 0.80299 -4.09446  0.1811
H 1.97350 -0.17571 -3.44893  0.1542
H 0.21241 -1.91277 -3.06354  0.3530
H 0.66097 -1.67556 -4.61541  0.3456
C 4.01803 3.28666 1.84946  -0.4122
C 4.51841 2.06931 2.63966  -0.3994
C 4.41657 0.85193 1.71395  -0.6803
S 4.59284 1.48441 0.04129  2.1810
O 3.34213 1.27380 -0.63482  -0.9556
O 5.83782 1.04197 -0.53512  -0.9483
C 4.70258 3.21502 0.48790  -0.6711
H 4.24504 4.22289 2.35817  0.2172
H 2.93527 3.22528 1.72152  0.2381
H 5.55869 2.22630 2.93488  0.1980
H 3.93799 1.91369 3.54765  0.2300
H 5.19832 0.11651 1.88566  0.2449
H 3.43805 0.37566 1.76904  0.2759
H 4.21596 3.80728 -0.28371  0.2559
H 5.76057 3.47018 0.54914  0.2299

Record 5
DFT (wB97M-V/def2-TZVPD) results for a structure of composition C23H38CdN9O3 at a distorted geometry.

Its net charge is +1. The value obtained for the HOMO energy is -0.3641 Eh. Its multiplicity is 1. The calculation puts the LUMO energy at -6.604 eV. The HOMO-LUMO gap is 3.3052 eV.

Each line ends with the Löwdin charge.
Atoms and positions in Å:
Cd 1.22678 -2.37333 -2.83238  1.4974
C 0.60875 -0.30566 -0.42432  -0.2145
O 0.19288 -1.05968 -1.59047  -0.5285
H -0.03207 -0.40670 0.45160  0.0620
H 1.50219 -0.69558 0.06336  0.0392
H 0.71897 0.75306 -0.65896  0.0656
C 2.70528 -2.97279 2.76928  -0.7397
O 3.17547 -1.83857 2.75211  0.0191
N 1.63228 -3.29996 2.09037  0.1612
N 2.96721 -3.88025 3.65499  0.1826
H 1.10803 -4.15534 2.20696  0.1055
H 1.25635 -2.49753 1.60572  0.0899
H 3.85386 -3.75160 4.12126  0.1317
H 2.61494 -4.82420 3.58453  0.1206
C -0.40071 -4.55012 -1.10522  -0.7006
O 0.15355 -3.81040 -1.87025  -0.1279
N -0.89490 -4.19905 0.08928  0.2148
N -0.66269 -5.78644 -1.47988  0.1982
H -1.40244 -4.89848 0.61207  0.1307
H -0.93580 -3.21952 0.33208  0.1189
H -0.26386 -6.10619 -2.35096  0.1324
H -1.53089 -6.18452 -1.15145  0.1310
C 0.56274 3.68525 -1.34503  -0.0910
C 0.37464 3.88442 0.17336  -0.2700
C -1.00119 4.04263 0.70881  -0.2116
C -1.69708 5.28724 0.29740  -0.2012
N -2.21499 6.27495 -0.06001  0.1382
H 0.36096 4.61624 -1.87480  0.0836
H -0.06649 2.94645 -1.84135  0.0337
H 1.56134 3.27967 -1.50755  0.0718
H 1.04172 4.64883 0.57182  0.1202
H 0.72531 2.96088 0.63402  0.0849
H -0.90054 4.16824 1.78686  0.1168
H -1.58622 3.18174 0.38524  0.1024
N -1.25917 0.97016 -3.33458  0.0144
C -2.47210 1.51716 -3.80628  -0.1171
C -2.24381 2.36875 -4.88866  -0.0651
C -0.79686 2.53175 -4.92243  -0.0987
C -0.27111 1.68129 -3.98945  -0.2075
H -1.12392 0.38493 -2.52260  0.0640
H -3.40192 1.16945 -3.38092  0.0942
H -2.87061 2.93147 -5.56459  0.0942
H -0.25808 3.03440 -5.71202  0.0942
H 0.73665 1.55859 -3.62097  0.0932
N -0.36480 1.59163 4.43338  0.0112
C -1.26538 1.94048 5.41535  -0.0951
C -2.55971 1.64978 4.88639  -0.0969
C -2.42140 1.49023 3.51911  -0.1244
C -1.08494 1.38232 3.32022  -0.2114
H 0.62954 1.75257 4.50756  0.1532
H -0.84318 2.32451 6.33223  0.1033
H -3.53397 1.80431 5.32608  0.0931
H -3.23774 1.41303 2.81625  0.0968
H -0.50711 1.18589 2.42919  0.0874
N -2.89997 -0.70202 -1.01412  0.0028
C -3.64331 0.38199 -0.54011  -0.1175
C -4.87913 -0.13212 -0.31822  -0.1358
C -5.05428 -1.39415 -0.89389  -0.0783
C -3.76471 -1.72386 -1.30423  -0.1524
H -1.90132 -0.65627 -1.15800  0.0724
H -3.12346 1.31461 -0.37770  0.1024
H -5.67221 0.46166 0.11173  0.1014
H -5.93041 -2.02120 -0.96882  0.0992
H -3.37464 -2.70238 -1.54243  0.0889
N 4.67349 -0.87480 0.60582  0.0251
C 6.05344 -0.74540 0.83458  -0.0763
C 6.62414 -0.60883 -0.40781  -0.1301
C 5.66153 -0.48914 -1.38242  -0.1223
C 4.46537 -0.67432 -0.73927  -0.1820
H 3.94685 -0.91202 1.30633  0.0815
H 6.37450 -0.87888 1.85709  0.1141
H 7.68295 -0.43468 -0.53024  0.1005
H 5.68177 -0.30491 -2.44640  0.0960
H 3.47536 -0.49962 -1.13394  0.0601

Record 6
DFT (wB97M-V/def2-TZVPD) results for a structure of composition C15H8Br2GaN3OSbSe4.

For the relative energy (zero: lowest compared OMol25 entry of this formula, charge and spin), the calculation gives 0.00 kcal/mol. Its net charge is -1. The value obtained for the HOMO energy is -0.1550 Eh. Its multiplicity is 1. The calculation puts the LUMO energy at 1.136 eV. The HOMO-LUMO gap is 5.3551 eV.

Each line ends with the natural charge from an NBO analysis.
Atoms and positions in Å:
Ga -0.36974 -0.58112 -0.00299  1.2356
Br -3.45398 1.79316 1.11784  0.0835
C -1.97798 2.89292 0.68905  -0.1793
C -2.18513 4.25683 0.45744  -0.2244
C -1.13334 5.06251 0.13371  -0.0911
Br -1.47388 6.91324 -0.16753  0.0215
C 0.17538 4.55234 0.01011  -0.1217
C 1.30914 5.31556 -0.34048  -0.1378
C 2.52461 4.70543 -0.45659  -0.2658
C 2.61520 3.32346 -0.21936  0.0455
N 1.59151 2.58127 0.11808  -0.4020
C 0.37554 3.16051 0.23785  0.1003
C -0.72652 2.30451 0.60500  0.4153
O -0.54931 1.03991 0.87174  -0.8766
H -3.18178 4.66706 0.53367  0.2377
H 1.20235 6.37818 -0.51088  0.2249
H 3.40990 5.26333 -0.73191  0.2156
H 3.56985 2.81145 -0.30789  0.1831
Se -1.48271 -4.55227 -3.39602  -0.8155
Sb -2.17649 -3.23130 -1.52178  0.7837
Se -1.14356 -0.74205 -2.14751  -0.7631
Se -0.67261 -2.13557 1.75233  -0.4279
Se -0.25284 -3.87512 0.23868  -0.3653
N 7.07396 -0.30545 -0.07101  -0.2883
C 5.93324 -0.43630 -0.11082  0.2746
C 4.50715 -0.55589 -0.13904  -0.1206
C 3.82729 -0.83129 -1.32251  -0.2107
C 2.44638 -0.88265 -1.29272  0.0986
N 1.75887 -0.68101 -0.17554  -0.5039
C 2.40095 -0.42561 0.96336  0.1073
C 3.77689 -0.35859 1.03288  -0.2023
H 4.36618 -1.00325 -2.24269  0.2384
H 1.86076 -1.09450 -2.18049  0.2536
H 1.78331 -0.27465 1.83824  0.2415
H 4.27603 -0.14416 1.96638  0.2354